# 1
{
  "formula": "C5H9O8RbS",
  "method": "ωB97M-V/def2-TZVPD",
  "species": ["Rb", "S", "O", "O", "O", "O", "O", "O", "O", "O", "C", "C", "C", "C", "C", "H", "H", "H", "H", "H", "H", "H", "H", "H"],
  "positions_angstrom": [[-3.621, 1.979, 3.708], [-4.373, 4.718, -0.919], [-3.337, 5.725, -1.137], [-5.284, 4.749, -2.060], [-4.951, 5.045, 0.362], [1.369, -3.391, -0.496], [1.041, 4.527, 4.195], [-0.272, -2.497, 0.907], [-3.840, 3.358, -0.868], [-0.622, -3.027, -1.304], [2.306, 4.515, 4.798], [0.189, -2.875, -0.181], [0.125, -3.323, -2.453], [1.550, -3.467, -1.927], [2.277, -4.787, -2.256], [2.866, 3.580, 4.806], [2.928, 5.268, 4.313], [1.665, -5.600, -1.865], [-0.209, -4.261, -2.897], [2.283, 4.822, 5.844], [0.131, -2.568, -3.239], [2.388, -5.006, -3.318], [2.136, -2.600, -2.232], [3.253, -4.886, -1.781]],
  "total_energy_ha": -1219.97222,
  "molar_mass_g_mol": 314.65,
  "gap_ev": 1.98,
  "relative_energy_ev": 3.975,
  "charge": -2
}

---

# 2
{
  "formula": "C5H9OP",
  "method": "ωB97M-V/def2-TZVPD",
  "species": ["P", "O", "C", "C", "C", "C", "C", "H", "H", "H", "H", "H", "H", "H", "H", "H"],
  "positions_angstrom": [[1.290, -0.091, 0.253], [2.181, -0.870, 1.145], [0.325, 1.234, 1.105], [-1.860, 0.131, -0.952], [1.617, 0.114, -1.377], [-0.931, -1.650, 0.632], [-1.499, -0.825, -0.184], [2.530, -0.459, -1.704], [-1.045, 0.744, -1.438], [0.780, 1.264, 2.018], [1.005, 0.645, -2.148], [0.613, 2.207, 0.573], [-0.493, -2.554, 0.391], [-0.653, 0.990, 1.072], [-2.841, 0.555, -1.122], [-1.020, -1.435, 1.737]],
  "total_energy_ha": -612.37593,
  "molar_mass_g_mol": 116.10,
  "gap_ev": 8.87,
  "relative_energy_ev": 3.292,
  "charge": 0
}

---

# 3
{
  "formula": "C5H9P",
  "method": "ωB97M-V/def2-TZVPD",
  "species": ["P", "C", "C", "C", "C", "C", "H", "H", "H", "H", "H", "H", "H", "H", "H"],
  "positions_angstrom": [[-0.536, 1.550, 1.052], [1.276, -0.486, 0.386], [-0.185, -0.127, -1.243], [-0.066, -0.991, 0.056], [-1.155, -0.186, 0.863], [0.797, 0.961, -0.113], [1.677, 1.499, -0.508], [2.156, -0.725, -0.189], [-1.376, -0.849, 1.759], [-1.096, 0.355, -1.562], [1.666, -0.406, 1.370], [-2.072, -0.383, 0.301], [-1.322, 2.156, 0.094], [-0.201, -2.031, -0.207], [0.439, -0.336, -2.059]],
  "total_energy_ha": -537.15612,
  "molar_mass_g_mol": 100.10,
  "smiles": "C1P[C@H]2C[C@@H]1C2",
  "gap_ev": 9.72,
  "relative_energy_ev": 1.557,
  "charge": 0
}

---

# 4
{
  "formula": "C5H9P",
  "method": "ωB97M-V/def2-TZVPD",
  "species": ["P", "C", "C", "C", "C", "C", "H", "H", "H", "H", "H", "H", "H", "H", "H"],
  "positions_angstrom": [[-0.845, -2.842, 2.989], [-0.952, -2.388, 1.513], [-0.093, 0.560, 2.103], [0.059, -0.369, -1.419], [0.128, 0.744, -0.377], [-0.589, 0.398, 0.892], [0.612, -0.082, -2.314], [0.912, 0.909, 2.265], [0.503, -1.283, -1.026], [-1.019, -2.187, 0.481], [1.171, 0.976, -0.158], [-0.673, 0.333, 2.981], [-1.613, 0.074, 0.763], [-0.336, 1.646, -0.793], [-0.973, -0.572, -1.711]],
  "total_energy_ha": -537.15746,
  "molar_mass_g_mol": 100.10,
  "smiles": "C=CCC.C#P",
  "gap_ev": 9.69,
  "relative_energy_ev": 1.521,
  "charge": 0
}

---

# 5
{
  "formula": "C5H9P",
  "method": "ωB97M-V/def2-TZVPD",
  "species": ["P", "C", "C", "C", "C", "C", "H", "H", "H", "H", "H", "H", "H", "H", "H"],
  "positions_angstrom": [[-2.327, 0.246, 1.243], [-0.407, 0.726, 1.280], [-1.100, -0.322, 0.297], [1.004, -1.460, -1.154], [0.265, 2.059, 0.817], [-0.619, -1.254, -0.781], [-1.004, -0.784, -1.719], [-1.149, -2.254, -0.712], [1.346, -0.419, -0.973], [-0.505, 2.819, 0.497], [0.769, 1.849, -0.180], [0.049, 0.340, 2.275], [0.913, 2.387, 1.622], [1.217, -1.916, -2.075], [1.548, -2.017, -0.438]],
  "total_energy_ha": -537.14634,
  "molar_mass_g_mol": 100.10,
  "smiles": "CCC1=P[C@@H]1C",
  "gap_ev": 9.12,
  "relative_energy_ev": 1.823,
  "charge": 0
}

---

# 6
{
  "formula": "C5H9P",
  "method": "ωB97M-V/def2-TZVPD",
  "species": ["P", "C", "C", "C", "C", "C", "H", "H", "H", "H", "H", "H", "H", "H", "H"],
  "positions_angstrom": [[1.588, -0.451, -1.663], [0.396, 1.279, 0.340], [-0.216, -1.230, 0.390], [-0.891, 1.176, 0.359], [-1.394, -0.252, 0.297], [1.025, -0.416, 0.040], [1.045, 2.016, 0.858], [0.469, 0.242, -2.110], [-0.084, -1.654, 1.295], [-1.660, 1.939, 0.729], [1.856, -0.507, 0.727], [-2.271, -0.472, 0.911], [-1.823, -0.358, -0.669], [2.306, 0.691, -1.142], [-0.347, -2.004, -0.364]],
  "total_energy_ha": -537.15298,
  "molar_mass_g_mol": 100.10,
  "smiles": "P[C@H]1C=CCC1",
  "gap_ev": 9.95,
  "relative_energy_ev": 1.642,
  "charge": 0
}

---

# 7
{
  "formula": "C5HN",
  "method": "ωB97M-V/def2-TZVPD",
  "species": ["N", "C", "C", "C", "C", "C", "H"],
  "positions_angstrom": [[0.481, 3.012, -2.034], [0.048, 1.122, -0.444], [-0.390, -2.134, 1.282], [0.222, 2.134, -1.325], [0.139, 0.061, 0.116], [-0.076, -1.068, 0.772], [-0.422, -3.129, 1.633]],
  "total_energy_ha": -245.73058,
  "molar_mass_g_mol": 75.07,
  "smiles": "C#CC#CC#N",
  "gap_ev": 9.57,
  "relative_energy_ev": 0.214,
  "charge": 0
}

---

# 8
{
  "formula": "C5O5RuSe3Te",
  "method": "ωB97M-V/def2-TZVPD",
  "species": ["Te", "Ru", "Se", "Se", "Se", "O", "O", "O", "O", "O", "C", "C", "C", "C", "C"],
  "positions_angstrom": [[5.216, -2.423, -0.261], [1.712, -0.464, 0.605], [2.854, -2.593, 0.182], [5.528, -0.004, -0.564], [3.569, 1.032, 0.439], [-3.208, -1.695, -0.556], [-2.355, 2.825, 0.642], [0.462, 1.142, 0.691], [-0.161, -1.324, 0.029], [-4.146, 1.179, -0.857], [-3.036, 0.787, -0.479], [-1.087, -0.455, -0.029], [-0.728, 0.906, 0.357], [-2.025, 1.745, 0.190], [-2.595, -0.658, -0.389]],
  "multiplicity": 5,
  "total_energy_ha": -8133.82414,
  "molar_mass_g_mol": 605.60,
  "s2": 6.19,
  "gap_ev": [6.06, 4.15],
  "charge": 0
}

---

# 9
{
  "formula": "C60H132N6O9",
  "method": "ωB97M-V/def2-TZVPD",
  "species": ["O", "O", "O", "O", "O", "O", "O", "O", "O", "N", "N", "N", "N", "N", "N", "C", "C", "C", "C", "C", "C", "C", "C", "C", "C", "C", "C", "C", "C", "C", "C", "C", "C", "C", "C", "C", "C", "C", "C", "C", "C", "C", "C", "C", "C", "C", "C", "C", "C", "C", "C", "C", "C", "C", "C", "C", "C", "C", "C", "C", "C", "C", "C", "C", "C", "C", "C", "C", "C", "C", "C", "C", "C", "C", "C", "H", "H", "H", "H", "H", "H", "H", "H", "H", "H", "H", "H", "H", "H", "H", "H", "H", "H", "H", "H", "H", "H", "H", "H", "H", "H", "H", "H", "H", "H", "H", "H", "H", "H", "H", "H", "H", "H", "H", "H", "H", "H", "H", "H", "H", "H", "H", "H", "H", "H", "H", "H", "H", "H", "H", "H", "H", "H", "H", "H", "H", "H", "H", "H", "H", "H", "H", "H", "H", "H", "H", "H", "H", "H", "H", "H", "H", "H", "H", "H", "H", "H", "H", "H", "H", "H", "H", "H", "H", "H", "H", "H", "H", "H", "H", "H", "H", "H", "H", "H", "H", "H", "H", "H", "H", "H", "H", "H", "H", "H", "H", "H", "H", "H", "H", "H", "H", "H", "H", "H", "H", "H", "H", "H", "H", "H", "H", "H", "H", "H", "H", "H"],
  "positions_angstrom": [[-4.279, 3.866, -5.151], [3.205, 1.567, 1.230], [1.502, -1.184, -3.998], [-7.215, -0.020, -1.629], [2.483, 0.691, 3.966], [-3.365, -0.209, 3.602], [1.378, -5.703, -2.953], [0.740, -3.534, -5.043], [1.077, 0.706, -1.399], [-5.970, -0.548, -1.421], [1.453, -4.978, -1.701], [-3.130, 3.748, -4.272], [3.455, 1.752, -0.137], [3.756, 1.178, 4.234], [-2.868, 0.833, 4.370], [-1.153, -2.196, -5.863], [0.476, -0.058, -0.336], [-5.781, -0.878, 0.082], [3.446, -4.025, -2.413], [4.764, -1.017, 3.791], [2.339, 3.917, -0.074], [-0.608, -0.916, -0.872], [4.677, 4.021, 0.352], [2.898, -4.894, -1.310], [0.676, -6.967, -0.430], [4.521, 0.031, 4.854], [-5.934, -1.013, -3.847], [4.891, 2.367, -2.598], [3.795, -0.564, 6.141], [-1.482, 2.566, -2.318], [4.549, 0.937, -2.169], [3.883, 3.274, -1.990], [-4.305, -2.013, -2.274], [-4.634, 2.919, -2.553], [-5.730, -1.607, -2.432], [-4.057, 0.012, 6.305], [3.637, 3.206, -0.453], [3.681, -6.204, -1.310], [5.913, 0.850, 0.040], [-1.109, 2.515, 4.555], [3.205, 3.584, 3.762], [-4.095, -2.656, -0.888], [-0.640, 0.425, 3.299], [-7.029, -1.665, 0.673], [-5.563, 0.540, 0.751], [-3.607, 3.933, -2.928], [5.842, 0.679, 5.257], [-0.851, -5.199, -1.514], [-2.364, 2.581, -4.697], [1.947, -4.582, 1.054], [2.096, 0.662, -5.359], [-3.139, 1.259, -4.774], [-0.746, -3.571, -5.284], [5.743, 1.973, 6.091], [-2.219, 2.102, 2.351], [2.904, -4.081, -0.009], [2.683, 2.539, 5.953], [-0.771, 2.004, 5.982], [-6.729, -2.776, -2.336], [-4.143, 5.366, -2.894], [5.051, 3.019, 5.278], [-1.986, 1.324, 6.634], [0.555, -4.608, 0.470], [-1.641, 1.475, 3.663], [2.546, -0.676, -4.776], [3.665, 2.557, 4.838], [0.492, -5.494, -0.765], [4.520, 0.765, -0.627], [-1.895, 2.954, -6.105], [-4.415, -1.545, 0.109], [-1.141, 2.513, -3.764], [-2.265, 3.895, -2.127], [-2.674, 0.262, 5.774], [-1.879, -1.048, 5.795], [3.982, -0.581, -0.362], [6.384, 0.014, -0.371], [3.441, -6.711, -0.389], [-0.968, 2.446, -6.355], [-0.307, -7.265, 0.003], [0.017, 1.287, 5.901], [-5.373, 2.752, -3.325], [-4.763, 1.089, 0.246], [2.803, -3.175, -2.663], [-4.425, -1.972, 1.134], [-0.611, 1.585, -4.034], [-6.969, -0.903, -4.101], [1.294, -0.669, 0.141], [3.949, -4.158, 0.288], [-2.609, 2.654, -6.905], [3.089, -0.856, -0.980], [-3.047, -2.926, -0.762], [0.139, -3.698, 0.114], [-1.741, 3.465, 4.620], [-2.242, -2.125, -6.038], [-4.104, -2.679, -3.089], [-4.651, -3.608, -0.618], [2.778, -0.213, 6.193], [3.981, 1.890, 1.754], [-4.706, -0.718, 5.796], [3.784, -1.616, 6.096], [4.988, -0.424, 2.861], [6.380, 0.930, 4.334], [2.655, 3.572, 6.311], [0.198, 0.410, 4.005], [3.603, -4.631, -3.289], [-6.997, 0.884, -1.882], [6.479, -0.101, 5.669], [3.432, -0.668, -4.181], [-7.174, -1.435, 1.687], [-1.003, -4.250, -6.085], [-1.218, -0.385, -1.643], [-1.486, 2.484, 1.645], [2.414, 4.969, -0.479], [-1.669, 4.021, -6.008], [-7.703, -2.296, -2.425], [-1.295, -3.798, -4.388], [-5.097, 3.245, -1.588], [-1.654, 4.763, -2.457], [3.881, -1.593, 3.507], [5.253, 3.441, 1.125], [-2.734, 1.345, 1.797], [-4.124, 1.556, -5.200], [-2.639, 0.564, -5.415], [-2.509, 3.999, -1.071], [-1.045, -0.615, 3.236], [-4.221, 2.003, -2.194], [2.028, -3.945, 1.985], [2.939, 3.230, -2.532], [-0.716, -0.864, 5.881], [5.473, -1.769, 4.119], [-3.284, 0.767, -3.834], [-4.249, 0.074, 3.305], [-2.090, -1.585, 6.696], [-0.847, -4.218, -1.945], [-6.819, -2.732, 0.553], [2.196, -5.576, 1.360], [1.520, -7.153, 0.282], [-5.152, 5.405, -3.370], [5.567, 3.141, 4.342], [-7.895, -1.388, 0.139], [4.822, 2.550, -3.704], [-1.248, -1.388, -0.106], [4.880, 3.974, 5.737], [-1.777, 0.898, 7.584], [1.729, 2.237, 5.539], [-3.684, -1.142, -2.421], [0.887, -7.528, -1.311], [-0.134, -1.702, -1.429], [6.470, 1.699, -0.176], [2.939, 1.939, 6.784], [0.145, 0.629, 0.423], [4.704, -6.050, -1.410], [3.228, -6.738, -2.186], [-0.532, 2.607, -1.733], [-6.699, -3.470, -3.195], [5.888, 2.744, -2.260], [3.820, 3.487, 2.857], [3.377, 4.599, 4.098], [-3.603, -0.809, 0.154], [4.704, -1.314, -0.605], [1.329, -0.693, -3.143], [-0.947, -5.906, -2.299], [3.692, -0.626, 0.745], [-6.626, -3.363, -1.424], [5.058, 0.147, -2.708], [2.757, -1.394, -5.603], [4.209, -0.163, 7.079], [-0.540, 2.926, 6.501], [-2.009, 1.663, -2.056], [-5.350, -1.706, -4.510], [4.268, 4.303, -2.173], [-0.163, -4.985, 1.213], [-0.163, 2.856, 4.070], [2.855, 1.258, -5.844], [4.412, -3.581, -2.111], [-5.266, 0.254, 1.741], [5.433, 1.819, 7.122], [1.829, 1.126, -0.965], [1.450, 3.600, -0.598], [-2.978, 2.900, 2.649], [1.215, 0.444, -6.014], [2.131, 4.023, 0.985], [-0.812, -1.320, -5.249], [-4.151, 4.807, -5.303], [-0.467, 3.362, -3.996], [1.236, -4.972, -3.617], [1.747, 1.227, -4.450], [-1.709, -5.300, -0.792], [6.813, 2.279, 6.269], [3.511, 0.721, -2.489], [-5.518, 0.026, -3.911], [-6.526, 1.112, 0.916], [5.935, 0.801, 1.144], [-4.291, 5.755, -1.894], [-2.656, 2.123, 6.901], [2.360, 0.766, 2.989], [-3.965, -0.224, 7.392], [-4.561, 0.986, 6.202], [5.420, 4.398, -0.329], [-2.038, -1.597, 4.839], [2.175, 3.455, 3.490], [4.305, 4.859, 0.889], [-0.196, 0.579, 2.353], [0.873, -2.598, -4.692], [-3.489, 6.032, -3.475], [-0.707, -2.028, -6.811], [2.656, -2.991, -0.277]],
  "total_energy_ha": -3370.63980,
  "molar_mass_g_mol": 1081.75,
  "smiles": "CC1(C)CCCC(C)(C)N1O.CC1(C)CCCC(C)(C)N1O.CC1(C)CCCC(C)(C)N1O.CC1(C)CCCC(C)(C)N1O.CC1(C)CCCC(C)(C)N1O.CC1(C)CCCC(C)(C)N1O.CCO.CCO.CCO",
  "gap_ev": 8.53,
  "relative_energy_ev": 1.139,
  "charge": 0
}

---

Which value of charge does entry 9 give? 0

---

Which of these has the lowest charge? C5H9O8RbS